1.
Entry from OMol25: a 2-piece molecular cluster, C4H6 overall (ωB97M-V/def2-TZVPD).

The geometry in XYZ format:
```
10
Properties=species:S:1:pos:R:3:nbo_charge:R:1
C -2.81560 -0.20747 0.18573 -0.237
C -1.80855 0.10432 -0.33713 -0.233
C 2.42992 -0.49876 0.03218 -0.382
C 1.63388 0.56421 0.07164 -0.361
H -3.78814 -0.12891 0.86187 0.263
H -0.81988 0.22682 -0.66535 0.202
H 3.43787 -0.48297 0.33012 0.200
H 1.91302 -1.41384 -0.28159 0.194
H 2.03656 1.54784 0.28028 0.194
H 0.58271 0.47727 -0.23985 0.162
```

Summary:
E ... -4241.289 eV
Frontier orbital gap ... 11.6 eV
Multiplicity ... 1
Relative energy (zero: lowest compared OMol25 entry of this formula, charge and spin) ... 257.8 kJ/mol
HOMO energy ... -0.3804 hartree
E_LUMO ... 1.2 eV

=====

2.
Entry from OMol25: C4H6AgO4PS as an isolated structure (ωB97M-V/def2-TZVPD).

The geometry in XYZ format:
```
17
Properties=species:S:1:pos:R:3:nbo_charge:R:1
C 2.09476 -1.90658 1.04091 -0.265
C 1.25183 -1.48284 -0.03195 -0.255
C 0.19481 -0.67629 -1.04811 -1.010
P 0.65730 1.21343 -0.93314 1.294
O 1.40244 1.32692 0.67333 -1.002
O 1.98585 1.53018 -2.06660 -0.963
S -1.55362 -0.74281 -0.37709 1.922
C -1.94466 0.73318 0.75527 -0.871
O -2.60356 -0.77282 -1.51563 -0.910
O -1.71389 -2.02852 0.46724 -0.963
H 2.87857 -1.85108 1.93915 0.297
H 1.05364 2.12762 1.16416 0.496
H 2.33039 2.44157 -1.76000 0.490
H -1.98670 1.75585 0.17047 0.264
H -3.02033 0.59889 1.25007 0.272
H -1.10651 0.75953 1.60402 0.256
Ag 0.07967 -3.02621 -1.33209 0.948
```

Summary:
E ... -36549.994 eV
Frontier orbital gap ... 7.1 eV
Multiplicity ... 1
Relative energy (zero: lowest compared OMol25 entry of this formula, charge and spin) ... 333.8 kJ/mol
HOMO energy ... -0.3082 hartree
E_LUMO ... -1.3 eV

=====

3.
Entry from OMol25: C4H6AuO2 as an isolated structure (ωB97M-V/def2-TZVPD).

The geometry in XYZ format:
```
13
Properties=species:S:1:pos:R:3:nbo_charge:R:1
C 0.45533 -1.03480 0.33360 0.440
O 0.89963 -2.16085 -0.25307 -0.460
H 0.17387 -1.21755 1.37125 0.282
H 1.08519 -2.03759 -1.19179 0.530
C -2.05436 0.11120 0.27053 0.038
C -0.94152 1.04761 0.11947 -0.638
H -2.96387 0.60736 -0.11131 0.197
H -0.85429 1.24947 1.22060 0.295
H -1.09353 2.00277 -0.40793 0.320
C 0.27429 0.32907 -0.39209 0.149
O 1.44034 0.19145 0.40554 -0.527
Au 3.13597 0.57649 0.10851 1.111
H 0.44295 0.33536 -1.47332 0.264
```

Summary:
E ... -12001.534 eV
Frontier orbital gap (alpha / beta) ... 5.6 / 6.0 eV
Multiplicity ... 4
Net charge ... +2
Relative energy (zero: lowest compared OMol25 entry of this formula, charge and spin) ... 259.5 kJ/mol
HOMO energy (alpha / beta) ... -0.6117 / -0.7603 hartree
Expectation value of S² ... 3.763
E_LUMO (alpha / beta) ... -11.1 / -14.7 eV

=====

4.
Entry from OMol25: the molecule C4H6BN5O4 (ωB97M-V/def2-TZVPD).

The geometry in XYZ format:
```
20
Properties=species:S:1:pos:R:3:nbo_charge:R:1
O -1.27232 3.37834 -0.75314 -0.219
N -1.55717 3.47585 0.36258 0.384
O -2.53524 2.49282 0.73181 -0.420
C -2.02650 1.69379 1.80227 -0.132
C -1.14072 0.61945 1.23239 0.264
N 0.16970 0.83224 1.26564 -0.172
N 0.93804 -0.07663 0.70733 -0.208
C 0.34127 -1.13867 0.16116 0.349
C 1.22582 -2.13770 -0.51327 -0.811
B 1.97606 -1.39216 -1.72935 1.124
O 1.48711 -1.53035 -3.01238 -0.892
O 3.06257 -0.60600 -1.55372 -0.858
N -0.97618 -1.36643 0.17105 -0.192
N -1.74139 -0.45175 0.72413 -0.156
H -1.45453 2.31353 2.49076 0.212
H -2.88787 1.25724 2.29273 0.225
H 0.61901 -2.91989 -0.95481 0.257
H 1.93461 -2.53644 0.20806 0.255
H 0.54172 -1.36596 -3.00893 0.493
H 3.29601 -0.54127 -0.62431 0.499
```

Summary:
E ... -20559.709 eV
Frontier orbital gap ... 8.7 eV
Multiplicity ... 1
HOMO energy ... -0.3638 hartree
E_LUMO ... -1.2 eV

=====

5.
Entry from OMol25: the molecule C4H6BNO4 (ωB97M-V/def2-TZVPD).

The geometry in XYZ format:
```
16
Properties=species:S:1:pos:R:3:nbo_charge:R:1
C 1.90819 -1.26868 0.25919 -1.045
B 1.65196 0.29482 -0.19488 1.046
O 2.76263 1.29502 -0.20111 -0.924
C 0.16838 0.85452 -0.71811 -0.438
O -0.55629 1.36540 0.45629 -0.473
C -1.89372 0.76797 0.59418 0.963
O -2.30995 0.37963 1.82701 -0.546
O -2.86034 0.54002 -0.50730 -0.505
C -3.68098 -0.66745 -0.25567 0.534
N -4.16850 -1.87662 -0.18687 -0.315
H 1.52587 -1.94797 -0.62330 0.255
H 1.26647 -1.48786 1.21594 0.266
H 3.06520 -1.39590 0.40506 0.246
H 3.11349 1.31760 0.74248 0.501
H 0.43026 1.75882 -1.45159 0.218
H -0.42267 0.07068 -1.36133 0.218
```

Summary:
E ... -14596.668 eV
Frontier orbital gap ... 10.2 eV
Multiplicity ... 1
Relative energy (zero: lowest compared OMol25 entry of this formula, charge and spin) ... 234.9 kJ/mol
HOMO energy ... -0.3971 hartree
E_LUMO ... -0.6 eV

=====

6.
Entry from OMol25: a 2-piece molecular cluster, C4H6BNO4 overall (ωB97M-V/def2-TZVPD).

The geometry in XYZ format:
```
16
Properties=species:S:1:pos:R:3:nbo_charge:R:1
B -1.35626 -3.38734 -1.14785 -0.676
C -1.13901 -2.45602 -0.03141 0.770
C 0.42909 1.31676 0.04875 0.675
C 0.26579 3.41426 1.08817 -0.277
C 1.31678 0.17764 -0.12942 0.159
N 2.33425 -0.39108 -0.01629 0.008
O -1.42875 -1.63088 0.73306 -0.412
O -0.56393 1.40394 -0.59239 -0.539
O 3.21273 -1.18012 -0.10111 -0.128
O 0.92030 2.18423 0.94038 -0.490
H -0.72992 -4.43709 -1.42690 0.087
H -1.44143 -2.69914 -2.15572 0.104
H 1.18859 4.05762 0.90034 0.195
H -0.11837 3.70704 2.11459 0.197
H -0.50295 3.67436 0.43108 0.210
H -2.38692 -3.75418 -0.65527 0.117
```

Summary:
E ... -14592.677 eV
Frontier orbital gap (alpha / beta) ... 6.8 / 7.8 eV
Multiplicity ... 3
HOMO energy (alpha / beta) ... -0.2461 / -0.4010 hartree
Expectation value of S² ... 2.006
E_LUMO (alpha / beta) ... 0.1 / -3.2 eV

=====

Q: Look up the E of the fourth one.
A: -20559.709 eV